Record 1
Here is a molecular structure, C26H47O10Y at a distorted geometry from the OMol25 dataset. Energies are from ωB97M-V/def2-TZVPD.

The calculation puts the HOMO energy (alpha / beta) at -9.769 / -10.978 eV. For the molar mass, the calculation gives 608.558 u. The charge is +1. As for the lowest unoccupied orbital energy (alpha / beta): -3.271 / -3.773 eV. The gap between HOMO and LUMO (alpha / beta) is 0.23880 / 0.26480 Ha. Its multiplicity is 2.

Last column: Mulliken charge in e.
Atoms and positions in Å:
O -1.21 -2.01 -3.62  -0.38
H 2.98 3.57 -4.09  0.28
C 3.18 1.54 -3.14  -0.50
C -2.11 -0.01 4.25  0.53
H -2.40 -4.34 -1.87  0.37
O 3.24 -4.49 -0.73  -0.33
O 3.91 -3.26 1.02  -0.65
H -0.28 -1.68 2.59  -0.20
C 0.19 -1.88 1.63  -0.31
H -3.91 3.70 -1.73  0.34
H 4.52 -3.38 -3.23  0.38
C 2.81 3.08 -3.12  -0.63
C -2.77 1.63 5.81  -0.50
H -0.37 0.09 0.94  -0.36
H 2.83 1.47 0.73  -0.26
H 0.44 -3.57 -1.33  -0.04
C 0.02 -2.58 -3.29  0.42
H -0.04 1.41 -2.48  0.24
H 0.06 2.31 1.75  -0.22
H -1.63 1.45 -0.65  -0.26
H -1.36 -1.39 0.61  0.20
H 1.76 3.49 0.28  0.05
H 3.25 -1.52 -1.36  -0.21
H -3.33 0.40 0.84  -0.17
C -4.07 2.64 -1.51  -0.51
H 0.37 -3.10 -4.19  0.30
C -4.34 2.15 -0.11  -0.55
H 0.17 -1.06 -0.36  -0.28
H 2.99 -2.70 -3.34  0.23
H 3.65 1.33 -4.10  0.33
C -1.67 -3.53 -1.88  -0.58
H 1.26 1.55 -1.28  -0.58
H 0.26 3.83 2.64  0.35
H -1.85 0.54 3.35  -0.39
O -3.44 -2.45 -3.35  -0.66
C -0.20 -3.64 -2.21  -0.15
H 0.71 -1.85 -2.85  -0.27
H -4.39 -0.03 -0.41  0.39
H 4.04 2.55 1.44  0.42
C 0.79 2.98 2.21  0.12
C 1.00 1.69 -2.33  0.41
H -3.93 2.75 0.71  0.22
H -1.77 -3.18 -0.86  0.03
O 3.14 0.73 3.53  -0.79
O 1.97 0.83 -2.89  -0.31
C -3.70 0.76 -0.12  -0.01
H -3.76 2.18 4.07  0.08
H 0.76 3.20 -3.69  0.40
O 1.57 -1.60 1.85  -0.26
H -5.41 2.02 0.07  0.33
C 3.63 -3.21 -2.62  -0.61
H -4.84 1.51 5.26  0.44
O 1.31 2.12 3.20  -0.25
H -0.01 -2.90 1.31  0.35
H 3.77 -5.43 -2.59  0.38
C 3.29 -4.58 -2.12  -0.05
C 2.01 3.25 1.31  -0.51
H 2.28 -4.71 -2.51  -0.08
H -4.03 -0.18 3.32  0.26
H -3.25 1.56 6.78  0.23
H 2.52 4.11 1.73  0.40
C 2.55 1.61 2.87  0.59
C -2.47 0.91 -1.09  0.50
C 3.61 -3.34 -0.21  0.61
O -2.86 2.01 -1.99  -0.49
O -1.78 0.63 5.47  -0.50
H 4.96 -2.19 -1.37  0.33
H -3.96 -0.81 4.97  0.30
C -3.62 -0.01 4.32  -0.49
H -2.16 2.53 5.71  0.31
H 3.52 3.63 -2.50  0.28
H -4.88 2.27 -2.13  0.25
Y 3.56 -1.81 3.17  0.98
C -0.37 -0.94 0.58  0.67
H 0.99 3.94 -2.14  0.37
C 3.04 2.13 1.56  0.21
C -2.23 -2.56 -2.94  0.53
C 1.30 3.08 -2.74  -0.62
H 3.86 1.32 -2.32  0.28
H -1.59 -0.96 4.28  0.14
H -2.06 0.03 -1.57  -0.04
H -0.03 -4.62 -2.65  0.46
C 3.89 -2.40 -1.36  0.13
C -3.85 1.40 4.84  -0.42



Record 2
Here is a molecular structure, C26H48CaCl2N2O3P at a distorted geometry from the OMol25 dataset. Energies are from ωB97M-V/def2-TZVPD.

The calculation puts the HOMO energy at -1.628 eV. For the molar mass, the calculation gives 578.639 u. The charge is -1. As for the lowest unoccupied orbital energy: 2.529 eV. The gap between HOMO and LUMO is 0.15276 Ha. Its multiplicity is 1. The value obtained for the energy above the lowest of the compared OMol25 structures with the same formula, charge and spin is 591.3 kJ/mol.

Last column: Mulliken charge in e.
Atoms and positions in Å:
P 1.68 0.99 1.08  0.44
H -2.22 -1.15 1.98  0.39
H -1.10 3.05 2.59  0.52
H 2.10 4.22 1.09  0.22
H -1.21 1.95 1.21  0.08
Cl -0.08 -3.34 -3.51  -0.72
H -4.56 -3.06 5.08  0.33
C -3.19 -1.37 2.44  0.17
H -6.69 -2.43 3.87  0.34
C -2.44 -2.86 -0.58  -0.25
H -0.18 2.99 -4.46  0.30
H 0.84 3.21 -0.92  0.09
H -2.39 -2.88 0.52  0.29
C 4.49 -3.85 -2.02  -0.84
H 3.39 -1.18 3.69  0.51
O -3.89 1.12 0.56  -0.57
H -2.68 -4.01 -2.36  0.32
C -4.42 0.01 0.71  -0.11
H 2.38 3.35 -1.78  0.55
H -2.86 -1.35 -3.39  0.39
C 1.77 2.68 -1.16  -1.32
C -4.37 -0.89 1.84  0.30
H 2.30 0.19 4.01  0.26
H -3.51 -0.13 -2.24  0.20
H 3.18 -0.79 1.24  0.06
H 3.88 -4.39 -1.29  0.27
H 1.54 1.78 -1.74  0.09
H 4.29 1.62 2.83  0.14
H -1.77 2.55 -5.12  0.35
H -3.50 -4.73 -0.89  0.39
C -1.47 1.50 -2.12  0.28
H -2.86 3.55 -1.78  0.28
N -1.64 2.45 -3.03  0.36
C -0.53 2.59 1.78  -1.26
H 0.77 2.73 4.31  0.43
H -6.49 -1.21 1.67  0.43
C -5.72 -2.14 3.45  -0.62
H 2.32 -3.04 -1.00  0.24
H -1.68 -4.77 -1.11  0.22
H -0.68 1.27 -4.48  0.25
C -3.25 -2.15 3.61  -0.57
H -2.06 1.57 -1.19  0.17
H -3.20 3.75 -3.53  0.33
C 1.40 2.64 3.42  -1.85
H 2.35 2.21 3.73  0.29
C 2.73 -2.23 -1.67  0.46
O 2.08 -1.21 -1.93  -0.58
C 2.57 -0.58 3.28  -1.50
C -2.60 -4.20 -1.26  -1.33
Cl 0.22 -1.20 0.93  -0.68
H 5.69 -1.56 -2.72  0.34
C 2.58 2.33 0.10  0.69
N 3.93 -2.52 -2.17  0.19
O -0.69 0.53 -2.33  -0.56
C -1.03 2.30 -4.34  -1.04
H 4.77 1.14 1.19  0.34
C -2.42 3.65 -2.77  -0.94
H 1.72 -1.25 3.14  0.26
C -2.42 -1.88 -1.44  0.20
H 4.47 -4.38 -2.99  0.31
H 3.62 4.19 0.19  0.53
H 0.21 0.93 2.91  0.39
H 5.07 0.07 2.57  0.53
H -4.77 -0.52 -0.21  0.19
H 4.17 -0.62 -3.00  0.22
C -4.52 -2.51 4.13  -0.26
C -5.61 -1.42 2.26  -0.50
C -3.34 -1.23 -2.38  -1.47
H 4.65 -1.99 -4.06  0.34
C 2.97 3.60 0.85  -1.81
H -2.32 -2.50 4.11  0.36
Ca -0.28 -1.53 -1.66  1.06
C 4.35 0.78 2.13  -1.59
H 3.55 3.42 1.76  0.26
H -0.19 3.41 1.13  0.11
H 5.54 -3.79 -1.71  0.29
H 3.50 1.82 -0.22  0.31
H -1.78 4.54 -2.82  0.30
C 3.03 0.04 1.96  1.03
H 1.56 3.66 3.06  0.32
C 0.63 1.81 2.39  0.70
H -4.32 -1.77 -2.38  0.35
C 4.65 -1.60 -3.04  -0.97